{"formula": "C2H3ClFNS", "method": "ωB97M-V with the def2-TZVPD basis set", "de_lowest_kcal_mol": 6.8, "lumo_energy_ev": 0.02, "charge": 0, "fmax_ha_per_bohr": 0.0464, "mol_weight_g_mol": 127.57, "gap_ev": 9.002, "smiles": "NC(=S)[C@H](F)Cl", "symbols": ["C", "C", "H", "H", "H", "N", "F", "S", "Cl"], "positions_angstrom": [[-0.22483, -0.35952, 0.50888], [-0.40993, 0.98613, -0.38889], [0.96123, -1.14056, -0.88773], [0.91223, -2.09872, 0.41951], [-1.28902, 1.39017, 0.07136], [0.48715, -1.33797, -0.06928], [-0.55536, 0.89143, -1.72808], [-0.86000, -0.38497, 2.07256], [0.97853, 2.05400, 0.00165]]}